Entry 1:
The following is a quantum chemistry calculation of a 2-piece molecular cluster, C6H11N2O2 overall, from the Open Molecules 2025 dataset.

Structure (XYZ):
```
21
Properties=species:S:1:pos:R:3:forces:R:3:mulliken_charge:R:1
C -1.3317 -1.9756 1.7398 0.2 0.3 -0.1 0.68
C 1.8530 1.8027 -1.5989 -0.1 0.1 0.1 -0.66
C -0.5027 1.5037 -0.9193 -0.7 0.3 0.2 -0.55
C 1.7567 0.3990 -1.0229 0.2 0.5 0.0 -0.22
C 0.2784 0.2539 -0.9459 1.2 -1.1 -0.8 0.67
C -1.0771 -1.2525 3.0271 0.0 -0.2 0.0 -0.91
N 0.8989 -0.5012 -1.7752 -0.7 -0.2 1.1 -0.17
N 0.4462 2.2030 -1.7652 0.1 0.8 -0.4 -0.33
O -2.1310 -3.0147 1.8988 -0.4 -0.5 0.3 -0.45
O -0.8782 -1.6610 0.6600 0.2 0.3 -0.4 -0.57
H 2.3455 2.4642 -0.8838 0.1 -0.1 0.0 0.30
H 2.3697 1.8707 -2.5537 0.0 0.0 0.0 0.37
H -1.4956 1.4603 -1.3619 0.1 0.0 0.0 0.35
H -0.5468 1.9268 0.0870 0.0 -0.2 -0.1 0.23
H 2.4664 -0.0092 -0.3259 0.0 -0.2 0.2 0.41
H -1.8486 -0.4988 3.1672 -0.1 0.1 0.0 0.26
H -0.1081 -0.7621 3.0035 0.0 0.0 0.0 0.29
H -1.1360 -1.9517 3.8549 0.0 0.0 0.1 0.33
H 0.7926 -1.0415 -2.6192 -0.1 0.1 -0.3 0.28
H -2.3139 -3.4831 1.0683 0.2 0.3 0.0 0.36
H 0.1623 2.2671 -2.7347 -0.1 -0.2 0.2 0.32
```
Positions in Å, forces in eV/Å.

Properties
**2S+1**: 1
**LUMO**: -4.60 eV
**Gap between HOMO and LUMO**: 9.3 eV
**E_HOMO**: -13.9 eV
**Charge**: +1

---

Entry 2:
The following is a quantum chemistry calculation of an isolated ion of composition C6H11N2O2 and charge +1, from the Open Molecules 2025 dataset.

Structure (XYZ):
```
21
Properties=species:S:1:pos:R:3:forces:R:3:mulliken_charge:R:1
C 0.9657 0.4758 1.5984 0.3 2.8 0.3 -1.05
N 0.1052 -0.2518 0.6228 -0.5 0.3 0.9 0.16
C -1.2526 -0.3147 1.1637 -4.3 0.0 0.2 -0.89
C -0.0541 0.4306 -0.7527 1.7 -0.2 0.0 0.45
N -0.4130 1.7400 -0.4683 0.1 0.6 0.6 -0.17
O -1.6487 2.3625 -1.2148 0.3 -0.4 0.0 -0.37
C -0.4252 2.9023 -1.2041 -1.0 0.0 0.3 0.65
O 0.1120 3.8955 -1.4801 0.7 0.2 -0.4 -0.41
C 0.9642 0.0414 -1.7713 2.6 0.8 -0.9 -0.59
C -0.4423 -0.1235 -2.1174 0.8 -6.3 2.9 -0.61
H 0.7201 1.5459 1.7882 -0.1 -0.5 -1.4 0.38
H 0.7727 0.2123 2.5971 -0.4 -1.7 1.1 0.43
H 2.0225 0.4029 1.4167 0.3 -0.3 -0.5 0.38
H 0.6128 -1.1411 0.6529 -0.8 -0.3 -1.1 0.41
H -1.6171 -0.9833 1.9993 1.6 0.3 -0.9 0.35
H -1.6416 0.6808 1.4383 1.1 -0.1 0.2 0.41
H -1.9847 -0.4663 0.3333 0.9 -0.6 0.4 0.37
H 1.5829 -0.8651 -1.6264 -0.7 0.4 0.2 0.27
H 1.5946 0.7964 -2.2695 -0.6 -0.1 0.4 0.24
H -0.9116 0.5704 -2.6469 -2.1 2.5 -2.4 0.34
H -0.7393 -1.2564 -2.1973 0.1 2.6 0.1 0.24
```
Positions in Å, forces in eV/Å.

Properties
**2S+1**: 1
**SMILES string**: C[NH+](C)C1(N2OC2=O)CC1
**LUMO**: -3.40 eV
**Gap between HOMO and LUMO**: 11.4 eV
**E_HOMO**: -14.8 eV
**Charge**: +1

---

Entry 3:
The following is a quantum chemistry calculation of C6H11N2O2S2 as an isolated structure, from the Open Molecules 2025 dataset.

Structure (XYZ):
```
23
Properties=species:S:1:pos:R:3:forces:R:3:mulliken_charge:R:1
C -2.5416 -0.2374 -0.2439 0.1 -0.6 -0.2 0.23
C 0.9607 -1.0002 -0.3183 0.6 1.5 3.0 0.80
C -2.5978 0.6158 0.9222 -0.2 1.7 3.5 -0.43
C -0.1704 -0.0396 0.1114 1.4 2.7 -0.8 -0.07
C 3.1368 -1.8110 0.3473 -0.9 0.4 0.5 -0.69
C 1.8730 2.5231 0.1366 0.2 0.6 -0.7 -0.76
N -1.2808 -0.3980 -0.6085 -2.3 -2.6 -4.1 -0.14
N -3.5905 -0.8180 -0.8364 -0.3 1.8 1.0 -0.35
O 0.7755 -1.7686 -1.1851 -0.4 -1.7 -2.1 -0.56
O 2.0496 -0.8376 0.3956 0.3 1.1 -0.2 -0.30
S -0.9331 0.4711 1.6341 1.7 -0.3 1.3 -0.07
S 0.7293 1.7184 -1.0201 -1.3 -1.3 1.3 -0.02
H -2.5784 1.6891 0.5948 -0.9 -0.8 0.2 0.31
H -3.2539 0.4013 1.9203 0.9 0.5 -3.1 0.39
H 3.7513 -1.5009 1.1712 0.2 -0.2 0.4 0.25
H 3.7536 -1.9200 -0.5240 -0.3 0.6 -0.9 0.30
H 2.5843 -2.6959 0.5137 0.3 -1.5 0.4 0.36
H 1.5289 2.6743 1.1680 0.2 -0.7 -0.2 0.29
H 1.9700 3.5536 -0.2359 -0.4 -0.1 -0.2 0.35
H 2.8703 2.1255 -0.0535 -0.1 -0.3 0.9 0.26
H -1.0753 -1.0134 -1.4458 0.0 0.8 1.0 0.31
H -4.5390 -0.3952 -0.7949 1.2 -0.5 0.4 0.29
H -3.4224 -1.3364 -1.6487 0.2 -0.9 -1.4 0.23
```
Positions in Å, forces in eV/Å.

Properties
**2S+1**: 1
**LUMO**: -4.31 eV
**Gap between HOMO and LUMO**: 7.9 eV
**E_HOMO**: -12.2 eV
**Charge**: +1

---

Entry 4:
The following is a quantum chemistry calculation of a 2-piece molecular cluster, C6H11N2OS overall, from the Open Molecules 2025 dataset.

Structure (XYZ):
```
21
Properties=species:S:1:pos:R:3:forces:R:3:mulliken_charge:R:1
C 1.1910 -1.6770 -2.5508 1.0 -1.6 -2.9 -0.46
C 2.0497 -0.7213 -3.0735 -0.8 -0.3 1.6 -0.20
C 0.9305 -0.1241 -1.1055 0.1 1.1 0.2 0.12
C 0.2714 -1.2186 2.1546 -1.1 1.9 -0.5 -1.26
C -0.4937 -0.5656 0.9758 -1.1 -0.4 -1.4 -0.65
C 0.3536 0.3102 0.1087 -0.6 1.5 1.9 0.80
N 0.5280 -1.2817 -1.4909 -0.2 -1.2 0.4 -0.31
N 0.5956 1.4973 0.5513 0.7 1.9 0.9 -0.25
O -1.7995 2.1151 -1.0077 -0.2 2.3 -0.3 -0.62
S 2.1357 0.6895 -2.1225 -1.2 -1.4 0.5 -0.07
H 1.0803 -2.7246 -3.0198 0.0 2.0 0.9 0.34
H 2.6813 -0.8601 -3.8714 1.3 -0.1 -1.8 0.54
H -0.4059 -1.9606 2.4237 -0.9 -1.3 1.4 0.39
H 1.0964 -1.6821 1.8084 2.9 -1.7 -1.1 0.46
H 0.6075 -0.5521 2.9774 -0.8 -0.2 -0.6 0.34
H -1.3088 -0.0849 1.5055 -0.1 1.1 -0.5 0.41
H -1.0404 -1.1923 0.1764 1.1 0.0 1.9 0.33
H 1.1886 2.1942 0.1290 0.3 -0.3 -0.8 0.20
H 0.2615 1.9141 1.4151 -0.5 -0.9 0.0 0.26
H -2.6948 2.5883 -0.9851 2.0 -0.9 -0.2 0.32
H -1.1148 2.8236 -1.2556 -1.9 -1.4 0.4 0.32
```
Positions in Å, forces in eV/Å.

Properties
**2S+1**: 1
**LUMO**: -5.00 eV
**Gap between HOMO and LUMO**: 8.5 eV
**E_HOMO**: -13.5 eV
**Charge**: +1

---

Entry 5:
The following is a quantum chemistry calculation of an isolated ion of composition C6H11N2S and charge +1, from the Open Molecules 2025 dataset.

Structure (XYZ):
```
20
Properties=species:S:1:pos:R:3:forces:R:3:mulliken_charge:R:1
C 0.9460 -0.9895 0.7894 -1.1 -1.0 0.5 -0.32
C -0.6237 -2.6706 1.8173 1.1 2.9 -1.8 -0.26
C -0.7701 0.4877 -0.1829 0.5 -2.2 1.8 1.33
C -1.6638 -0.0295 0.8876 -1.8 -0.3 -2.8 -1.40
C -1.2043 1.3408 -1.2998 -2.4 -4.7 0.0 -1.58
C 1.5550 0.4043 -0.8854 0.8 4.5 -2.1 -1.02
N 0.4603 -0.0745 -0.0972 -1.5 -0.1 0.9 0.01
N 0.6174 -2.0599 1.5330 -4.4 -3.0 1.4 -0.15
S -2.0209 -2.0030 0.9899 1.3 -0.4 0.4 -0.04
H 1.9313 -0.8587 0.8787 3.7 0.4 0.2 0.53
H -1.2882 0.1547 1.8135 1.4 0.4 2.8 0.54
H -0.6841 -3.4746 2.5622 0.2 0.6 -0.4 0.39
H -2.7265 0.3237 0.8965 1.1 -0.1 -0.4 0.40
H -1.8562 2.0460 -0.9717 -1.6 2.5 1.1 0.42
H -1.9312 0.6557 -1.9113 1.4 1.0 0.5 0.32
H -0.4427 1.6974 -1.8577 1.9 1.3 -1.9 0.48
H 2.3895 -0.2168 -1.1619 -0.6 -1.2 -0.1 0.42
H 1.0461 0.8644 -1.8032 1.6 -0.9 1.1 0.22
H 2.1517 1.2643 -0.3807 -1.5 -1.1 -0.4 0.39
H 1.3484 -2.6151 2.0154 0.0 1.3 -0.6 0.32
```
Positions in Å, forces in eV/Å.

Properties
**2S+1**: 1
**LUMO (alpha / beta)**: -4.42 / -4.42 eV
**Gap between HOMO and LUMO (alpha / beta)**: 6.9 / 6.9 eV
**E_HOMO (alpha / beta)**: -11.3 / -11.3 eV
**Charge**: +1

---

Entry 6:
The following is a quantum chemistry calculation of an isolated ion of composition C6H11N2S and charge +1, from the Open Molecules 2025 dataset.

Structure (XYZ):
```
20
Properties=species:S:1:pos:R:3:forces:R:3:mulliken_charge:R:1
C -2.1843 -2.2166 -0.1379 -1.7 1.9 0.9 -1.04
C -1.3431 -0.9716 -0.1982 0.0 0.4 1.4 0.20
C -1.4808 0.3814 -0.4025 -0.6 -0.1 -0.4 -0.34
N -0.3101 1.0253 -0.1267 2.3 -1.8 0.0 0.04
C -0.1166 2.4934 -0.2579 1.3 -2.8 4.3 -0.89
C 0.5891 0.0787 0.2500 2.5 1.7 1.9 0.46
C 2.2444 0.1270 0.7883 -1.9 2.0 -3.5 -0.85
S 3.2825 -0.7280 -0.4419 0.3 1.0 -0.8 -0.14
N -0.0664 -1.0744 0.2971 1.7 0.1 -0.1 -0.04
H -3.0208 -2.0666 0.6585 1.3 -0.3 -1.6 0.29
H -2.6201 -2.2763 -1.1449 0.0 -1.0 0.5 0.32
H -1.5581 -3.0218 0.2384 -0.2 -0.3 -0.6 0.29
H -2.2446 1.0735 -0.6914 -0.8 -0.6 -0.3 0.50
H 0.9790 2.6160 -0.3005 -0.7 0.6 0.8 0.31
H -0.4782 2.7421 -1.1427 -1.9 1.5 -3.9 0.39
H -0.7517 2.8113 0.6016 1.2 1.0 -0.7 0.35
H 2.6908 1.1219 1.0989 -1.2 -1.1 -0.5 0.38
H 2.3903 -0.5592 1.5344 -0.5 -1.4 2.5 0.34
H 3.5595 0.3130 -1.3048 -0.3 -0.7 0.6 0.16
H 0.4392 -1.8692 0.6823 -0.7 -0.2 -0.5 0.28
```
Positions in Å, forces in eV/Å.

Properties
**2S+1**: 1
**SMILES string**: Cc1cn(C)c(CS)[nH+]1
**LUMO**: -2.81 eV
**Gap between HOMO and LUMO**: 10.2 eV
**E_HOMO**: -13.0 eV
**Charge**: +1

---

Short version: ΔE to the lowest compared entry with this formula, charge and spin = 89.44 152.81 27.83 20.20 106.15 45.10 kcal/mol, in the order given.